[1]
ORCA calculation (wB97M-V/def2-TZVPD) on a cluster of 2 separate species, C6H12N in total.

```
! wB97M-V def2-TZVPD RIJCOSX def2/J DEFGRID3
* xyz 1 1
C 2.407 -1.113 -0.355
C -2.809 -0.744 0.299
C 1.196 -1.310 0.202
C -1.764 -0.690 -0.433
C 0.184 1.707 -0.666
C 0.334 -0.260 0.715
N 0.707 1.202 0.665
H 2.812 -2.004 -0.771
H 3.073 -0.284 -0.569
H -3.864 -0.708 -0.124
H -2.912 -0.461 1.350
H 0.639 -2.294 0.194
H -1.621 -0.904 -1.481
H -0.918 1.802 -0.483
H 0.385 2.817 -0.956
H 0.485 1.007 -1.485
H -0.353 -0.664 1.549
H 1.707 1.218 0.916
H 0.310 1.683 1.433
*
```

Values from the calculation:
HOMO energy (alpha / beta)	-12.4 / -12.4	eV

***

[2]
ORCA calculation (wB97M-V/def2-TZVPD) on the ion C6H12N with charge +1.

```
! wB97M-V def2-TZVPD RIJCOSX def2/J DEFGRID3
* xyz 1 1
C 0.523 -0.164 1.331
C 1.281 -0.022 0.258
C 0.386 0.505 -0.765
C 2.733 -0.387 0.158
C -1.836 1.213 0.079
C -1.467 -1.144 -0.313
N -0.883 0.151 -0.073
H 0.144 -0.344 2.313
H 0.347 1.570 -1.084
H 0.497 0.028 -1.724
H 2.905 -0.701 -0.846
H 3.123 -1.080 0.922
H 3.425 0.410 0.369
H -1.352 2.214 0.365
H -2.438 1.361 -0.748
H -2.474 1.029 1.012
H -1.459 -1.507 -1.457
H -0.923 -1.880 0.269
H -2.530 -1.254 -0.066
*
```

Values from the calculation:
HOMO energy	-14.8	eV

***

[3]
ORCA calculation (wB97M-V/def2-TZVPD) on a cluster of 2 separate species, C6H12N2 in total.

```
! wB97M-V def2-TZVPD RIJCOSX def2/J DEFGRID3
* xyz 0 1
C -2.155 -1.709 -1.605
C -1.885 0.369 -0.106
C -1.647 -0.340 -1.252
C -0.387 1.384 -1.352
N -1.107 1.495 -0.203
N -0.688 0.302 -2.001
H -2.715 0.314 0.580
H -0.982 2.201 0.500
H -2.558 -1.695 -2.617
H -2.959 -1.959 -0.914
H 0.391 2.100 -1.556
H -1.334 -2.415 -1.532
C 1.956 0.103 0.784
C 2.549 -0.068 2.193
H 0.992 -0.402 0.739
H 1.812 1.139 0.505
H 2.613 -0.420 0.092
H 1.786 -0.223 2.961
H 3.146 0.782 2.509
H 3.172 -0.957 2.275
*
```

Values from the calculation:
HOMO energy	-8.6	eV

***

[4]
ORCA calculation (wB97M-V/def2-TZVPD) on the molecule C6H12N2.

```
! wB97M-V def2-TZVPD RIJCOSX def2/J DEFGRID3
* xyz 0 1
C 2.274 0.968 0.644
C 1.463 -0.021 -0.149
C 0.200 0.625 -0.453
C -1.911 0.328 0.097
C -0.975 -0.225 1.234
C 0.179 -0.590 0.302
H 2.382 1.785 -0.083
H 3.278 0.539 1.052
H 1.718 1.366 1.581
H 2.017 -0.768 -0.765
H 0.355 1.428 0.226
H -1.496 1.279 -1.685
H -2.440 1.252 0.427
H -2.737 -0.514 0.033
H -0.772 0.512 1.973
H -1.582 -1.161 1.589
H -0.607 -1.568 -1.473
H 0.758 -2.373 -0.698
N -1.099 0.465 -1.148
N -0.080 -1.649 -0.599
*
```

Values from the calculation:
HOMO energy	-8.3	eV

***

[5]
ORCA calculation (wB97M-V/def2-TZVPD) on a structure of composition C6H12N2.

```
! wB97M-V def2-TZVPD RIJCOSX def2/J DEFGRID3
* xyz 0 1
C 0.188 0.509 -0.315
C -2.030 -0.506 -0.257
C -2.473 0.282 -1.470
C 1.937 0.853 0.414
C -0.235 -0.621 0.396
N 2.993 -0.019 0.366
C 0.062 -1.590 1.234
N 1.982 1.996 0.977
H 2.861 -0.915 -0.077
H 3.878 0.251 0.786
H 2.931 2.252 1.281
H -0.251 1.459 -0.014
H 0.383 0.354 -1.374
H -2.565 -0.187 0.639
H -2.208 -1.573 -0.405
H -0.687 -2.320 1.524
H 1.052 -1.679 1.664
H -3.534 0.100 -1.684
H -2.368 1.360 -1.320
H -1.914 -0.007 -2.365
*
```

Values from the calculation:
HOMO energy	-8.4	eV

***

[6]
ORCA calculation (wB97M-V/def2-TZVPD) on a structure of composition C6H12N2.

```
! wB97M-V def2-TZVPD RIJCOSX def2/J DEFGRID3
* xyz 0 1
C -1.504 0.634 -0.779
C -1.871 -1.947 0.004
C 0.759 0.465 0.251
C 0.526 0.879 1.762
C 2.038 -0.053 -0.404
C 1.399 1.241 -0.843
H -1.200 1.805 -0.669
H -2.013 0.541 0.153
H -2.005 0.221 -1.630
H -2.569 -1.669 -0.924
H -2.046 -2.843 0.598
H 0.777 -0.053 2.557
H -0.813 1.002 1.719
H 1.198 1.946 1.882
H 2.818 -0.088 0.345
H 1.932 -0.806 -1.075
H 0.757 1.059 -1.757
H 1.788 2.323 -0.925
N -0.289 -0.232 -0.349
N -0.669 -1.304 0.317
*
```

Values from the calculation:
HOMO energy	-8.1	eV

***

[7]
ORCA calculation (wB97M-V/def2-TZVPD) on a cluster of 2 separate species, C6H12N2 in total.

```
! wB97M-V def2-TZVPD RIJCOSX def2/J DEFGRID3
* xyz 0 1
C 0.571 -2.207 0.633
C 1.359 -3.483 0.366
H 0.955 -1.592 1.455
H 0.610 -1.535 -0.214
H -0.467 -2.340 0.948
H 1.512 -3.601 -0.709
H 2.377 -3.410 0.748
H 0.893 -4.384 0.758
C -0.659 0.955 -2.343
C -0.454 1.049 -0.879
C -1.415 0.993 0.085
C 0.501 1.450 0.995
N 0.753 1.350 -0.269
N -0.817 1.242 1.284
H -0.718 -0.076 -2.705
H 0.232 1.328 -2.848
H -2.455 0.786 -0.121
H 1.257 1.629 1.745
H -1.153 1.285 2.230
H -1.557 1.457 -2.697
*
```

Values from the calculation:
HOMO energy	-8.6	eV

***

[8]
ORCA calculation (wB97M-V/def2-TZVPD) on the molecule C6H12N2.

```
! wB97M-V def2-TZVPD RIJCOSX def2/J DEFGRID3
* xyz 0 1
C -1.924 0.091 0.034
C 1.299 0.346 1.722
C 0.877 1.218 -1.123
N 0.490 -1.827 0.863
C -0.947 -0.642 -0.851
C 0.894 -0.641 0.669
C 0.569 -0.222 -0.735
N -1.265 -1.292 -1.894
H 0.609 -2.221 1.796
H -2.257 -1.267 -2.123
H 1.080 -0.909 -1.413
H -1.829 1.168 -0.101
H -1.734 -0.132 1.083
H -2.951 -0.196 -0.186
H 2.274 0.760 1.465
H 0.593 1.172 1.783
H 1.360 -0.134 2.698
H 0.556 1.384 -2.149
H 0.360 1.932 -0.484
H 1.947 1.412 -1.055
*
```

Values from the calculation:
HOMO energy	-9.3	eV

***

[9]
ORCA calculation (wB97M-V/def2-TZVPD) on a structure of composition C6H12N2.

```
! wB97M-V def2-TZVPD RIJCOSX def2/J DEFGRID3
* xyz 0 1
C -2.197 1.252 -0.037
C -1.527 -0.095 -0.603
C -1.192 -1.276 0.367
C 0.338 -0.919 0.485
C 0.719 0.315 1.182
C 1.776 1.102 0.171
H -2.714 1.790 -0.959
H -1.340 1.856 0.594
H -3.051 0.970 0.717
H -2.296 -0.378 -1.591
H -0.478 0.468 -1.259
H -1.929 -1.263 1.204
H -1.010 -2.328 -0.372
H 0.665 -1.757 1.159
H 1.457 -0.168 1.902
H -0.007 1.216 1.498
H 1.933 2.265 -0.347
H 0.124 -0.905 -1.588
N 1.886 0.360 -0.792
N 1.135 -0.938 -0.686
*
```

Values from the calculation:
HOMO energy	-8.8	eV

***

[10]
ORCA calculation (wB97M-V/def2-TZVPD) on the molecule C6H12N2.

```
! wB97M-V def2-TZVPD RIJCOSX def2/J DEFGRID3
* xyz 0 1
C 2.041 -1.033 0.417
C 1.330 -0.096 -1.825
C -2.659 0.934 0.244
C -0.244 0.135 0.494
C 1.152 -0.024 -0.314
N -0.397 -0.503 1.752
C -1.303 0.611 -0.272
N 0.804 1.173 0.280
H -1.218 -1.090 1.811
H -0.345 0.146 2.526
H -1.114 0.825 -1.313
H 3.070 -0.858 0.092
H 1.769 -2.059 0.156
H 1.989 -0.919 1.494
H 0.616 0.534 -2.352
H 1.254 -1.119 -2.202
H 2.329 0.277 -2.070
H -3.413 0.287 -0.221
H -2.730 0.818 1.326
H -2.932 1.960 -0.021
*
```

Values from the calculation:
HOMO energy (alpha / beta)	-7.9 / -7.9	eV

***

[11]
ORCA calculation (wB97M-V/def2-TZVPD) on a cluster of 2 separate species, C6H12N2 in total.

```
! wB97M-V def2-TZVPD RIJCOSX def2/J DEFGRID3
* xyz 0 1
C -2.943 -1.503 0.282
C -2.447 -0.362 1.139
H -2.316 -2.244 -0.187
H -3.473 -2.304 0.832
H -3.595 -0.946 -0.419
H -3.310 -0.166 1.740
H -2.030 0.510 0.647
H -1.563 -0.462 1.753
C 0.236 -0.991 -1.700
C 0.917 1.391 -0.839
C 0.922 -0.008 -0.794
C 1.723 0.642 1.130
N 1.493 1.762 0.398
N 1.459 -0.493 0.320
H 0.654 2.141 -1.544
H 1.728 2.651 0.800
H 0.680 -1.088 -2.679
H -0.822 -0.721 -1.807
H 2.225 0.511 2.065
H 0.432 -2.067 -1.538
*
```

Values from the calculation:
HOMO energy	-8.5	eV

***

[12]
ORCA calculation (wB97M-V/def2-TZVPD) on a cluster of 2 separate species, C6H12N2 in total.

```
! wB97M-V def2-TZVPD RIJCOSX def2/J DEFGRID3
* xyz 0 1
C 0.254 -0.502 2.396
C 1.208 2.674 0.862
C 0.344 0.812 1.788
C -0.618 1.301 0.908
N 1.510 1.633 1.694
N -0.168 2.537 0.424
H 1.588 3.569 0.922
H -0.746 3.317 0.117
H -1.657 1.271 0.904
H 1.193 -1.110 2.074
H -0.624 -1.042 1.974
H 0.308 -0.494 3.452
C 0.342 -2.071 -1.932
C -0.983 -1.526 -2.358
H 0.079 -3.029 -1.646
H 1.035 -1.929 -2.803
H 0.828 -1.575 -1.146
H -1.408 -0.900 -1.584
H -1.630 -2.310 -2.879
H -0.856 -0.627 -3.166
*
```

Values from the calculation:
HOMO energy	-8.6	eV

***

What are the E values for these records? In order: -7894.2232; -7896.2347; -9396.6821; -9391.5232; -9393.1072; -9390.5761; -9396.5827; -9395.8492; -9388.0845; -9393.3303; -9395.2672; -9394.6755 eV.